ORCA calculation (ωB97M-V/def2-TZVPD) on a gas-phase ion, C2H5N2 (charge +1) at a distorted geometry.

The geometry in ORCA input format:
```
! RIJCOSX wB97M-V def2-TZVPD def2/J DEFGRID3
* xyz 1 1
C 1.93553 -0.17052 0.11252
N 0.95422 0.53019 -0.15249
N -0.56974 0.64199 0.48376
C -1.54250 0.01306 -0.13366
H 2.22640 -0.92692 0.72823
H 2.79692 0.41963 -0.33649
H -2.36140 -0.52755 0.36177
H -1.21048 -0.77813 -0.80751
H -2.22895 0.79825 -0.25612
*
```

The largest force on an atom comes out at 6.367 eV/A. Its structure (SMILES) is C=[N+]=NC. The relative energy (zero: lowest compared OMol25 entry of this formula, charge and spin) comes out at 141.9 kcal per mole. The value obtained for the LUMO energy (alpha / beta) is -8.15 / -8.07 eV.


ORCA calculation (ωB97M-V/def2-TZVPD) on 2 unconnected molecules or ions with the total composition C2H5N2 at a distorted geometry.

The geometry in ORCA input format:
```
! RIJCOSX wB97M-V def2-TZVPD def2/J DEFGRID3
* xyz 1 1
C -0.43348 0.00515 0.12321
C 0.91140 0.85810 0.17580
N 0.65998 -0.56482 0.25476
N -1.72688 0.09204 0.22690
H 1.09592 1.23372 -0.73812
H 1.21866 1.46237 0.96468
H 2.85795 -2.23816 0.11720
H -2.09972 0.98087 0.50656
H -2.16203 -0.80035 0.35306
*
```

The largest force on an atom comes out at 3.601 eV/A. The relative energy (zero: lowest compared OMol25 entry of this formula, charge and spin) comes out at 138.3 kcal per mole. The value obtained for the LUMO energy (alpha / beta) is -3.98 / -8.73 eV.


ORCA calculation (ωB97M-V/def2-TZVPD) on a gas-phase ion, C2H5N2O (charge +1) at a distorted geometry.

The geometry in ORCA input format:
```
! RIJCOSX wB97M-V def2-TZVPD def2/J DEFGRID3
* xyz 1 1
N -1.96876 -0.41654 0.16353
C -1.08933 0.29774 -0.12940
N -0.06794 1.03116 -0.04609
C 1.10109 0.17024 -0.04055
O 0.54582 -1.09983 -0.15770
H -2.44734 -1.19248 -0.22364
H -0.22063 2.04597 -0.04965
H 1.69108 0.51346 -0.99754
H 1.76345 0.19890 0.87526
H 0.69255 -1.54863 0.60579
*
```

The largest force on an atom comes out at 4.304 eV/A. Its structure (SMILES) is [NH+]#CNCO. The relative energy (zero: lowest compared OMol25 entry of this formula, charge and spin) comes out at 60.1 kcal per mole. The value obtained for the LUMO energy is -4.13 eV.


Question: Look up the relative energy (zero: lowest compared OMol25 entry of this formula, charge and spin) of the second one.
Answer: 138.3 kcal per mole


Question: relative energy (zero: lowest compared OMol25 entry of this formula, charge and spin) of number 2 (C2H5N2)?
Answer: 138.3 kcal per mole


Question: Which value of relative energy (zero: lowest compared OMol25 entry of this formula, charge and spin) does entry 1 give?
Answer: 141.9 kcal per mole


Question: The highest relative energy (zero: lowest compared OMol25 entry of this formula, charge and spin) belongs to which entry?
Answer: number 1